[1]
{"formula": "C8H8O2", "method": "ωB97M-V/def2-TZVPD", "species": ["C", "C", "C", "C", "C", "C", "C", "C", "O", "O", "H", "H", "H", "H", "H", "H", "H", "H"], "xyz": [[2.7544, 2.0652, -2.4504], [1.6552, 1.8183, -2.0484], [-0.2861, 0.1698, 0.8810], [-0.8497, -0.4065, -0.1552], [0.1962, 1.8412, -1.5729], [-0.9031, 1.0562, -0.1278], [0.4759, 0.1157, 2.1322], [-1.4598, -1.6021, -0.8083], [-0.5521, 2.6185, -2.1985], [-1.9169, 1.9398, -0.1389], [3.6110, 2.1943, -2.8948], [-0.1328, -0.1798, 2.9595], [0.7892, 1.1386, 2.3306], [1.3179, -0.5646, 2.0878], [-2.1250, -1.3273, -1.5392], [-2.0739, -2.2148, -0.2012], [-0.6042, -2.2358, -1.2191], [-1.8186, 2.3367, -1.0911]], "atomic_forces_ev_per_a": [[-3.84, -0.97, 1.73], [-2.43, -0.04, 1.01], [-0.38, 0.55, -1.01], [-1.60, -0.08, 0.51], [-1.42, 1.44, 0.05], [3.25, -0.69, -1.92], [0.10, 0.74, -0.06], [3.33, -0.70, 0.46], [1.53, -1.59, 0.98], [0.04, 0.40, -1.31], [4.22, 0.71, -1.90], [-0.54, -0.30, 0.56], [0.42, -0.10, 0.22], [0.19, -0.01, -0.16], [-1.12, 0.92, -2.28], [-0.13, -0.62, 1.34], [-1.31, 0.64, 0.28], [-0.29, -0.29, 1.50]], "spin_multiplicity": 1, "mol_weight_g_mol": 136.2, "gap_ev": 8.920, "de_lowest_kj_mol": 527.3}

[2]
{"formula": "C50H47CaF2N4O3P2S", "method": "ωB97M-V/def2-TZVPD", "species": ["Ca", "C", "C", "C", "C", "C", "C", "C", "C", "C", "C", "H", "H", "H", "H", "H", "H", "H", "H", "H", "H", "H", "H", "H", "H", "H", "O", "P", "C", "P", "O", "C", "C", "C", "C", "C", "C", "C", "C", "C", "C", "C", "C", "C", "C", "C", "C", "C", "C", "C", "C", "C", "C", "C", "C", "H", "H", "H", "H", "H", "H", "H", "H", "H", "H", "H", "H", "H", "H", "H", "H", "H", "H", "H", "H", "H", "H", "S", "N", "C", "C", "C", "C", "C", "N", "C", "C", "N", "C", "C", "C", "C", "C", "N", "H", "H", "H", "H", "H", "H", "F", "C", "F", "H", "C", "C", "O", "H", "H", "H"], "xyz": [[0.0423, 1.3427, -1.2471], [1.7637, 3.0916, -2.0297], [0.6106, 3.5495, -2.7328], [-0.3038, 4.1699, -1.8255], [0.3363, 4.1343, -0.5525], [1.5723, 3.4839, -0.6838], [2.5857, 3.5735, 0.3976], [-0.1670, 4.7771, 0.7210], [-1.5416, 4.9703, -2.0905], [0.4844, 3.3961, -4.2409], [3.1035, 2.7266, -2.5550], [2.2912, 3.1435, 1.3639], [2.8841, 4.5880, 0.5693], [3.4151, 2.9684, 0.0979], [0.1886, 5.8290, 0.8510], [0.2240, 4.2475, 1.5961], [-1.2866, 4.8097, 0.8143], [-2.2780, 4.7363, -1.3243], [-1.9563, 4.7680, -3.0715], [-1.3670, 6.0837, -1.9325], [0.3568, 2.3543, -4.6390], [1.3210, 3.8158, -4.7954], [-0.4301, 3.8284, -4.7059], [3.3463, 3.2276, -3.4944], [3.2751, 1.6482, -2.7115], [3.9558, 2.9946, -1.9229], [-0.6778, 1.4885, 1.1437], [-1.3975, 0.7072, 2.1652], [-1.1020, -1.1060, 2.0446], [-1.3168, -1.7188, 0.3068], [-1.2560, -0.7059, -0.7729], [-3.0282, -2.2936, 0.3762], [-3.2535, -3.3298, 1.2481], [-4.5178, -3.8705, 1.3475], [-5.5152, -3.4287, 0.5111], [-5.2562, -2.3966, -0.4104], [-3.9815, -1.8103, -0.4855], [-0.3629, -3.2000, -0.0631], [-0.0869, -3.4636, -1.3632], [0.7078, -4.5395, -1.7325], [1.1404, -5.3782, -0.7184], [0.8685, -5.1256, 0.5981], [0.1857, -4.0127, 0.9454], [-0.8088, 1.0870, 3.8346], [-0.8429, 0.2383, 4.9227], [-0.2422, 0.5564, 6.1463], [0.3592, 1.8409, 6.2742], [0.3637, 2.7828, 5.1848], [-0.1611, 2.3705, 3.9679], [-3.2041, 0.9380, 2.0809], [-4.1668, 0.9638, 3.0815], [-5.5433, 1.2062, 2.7790], [-5.9443, 1.5560, 1.4948], [-4.9862, 1.5067, 0.4904], [-3.6576, 1.1773, 0.7699], [-1.8796, -1.5671, 2.7177], [-0.1083, -1.2787, 2.3914], [-2.4220, -3.7258, 1.7927], [-4.8244, -4.7669, 1.9502], [-6.4624, -3.9634, 0.6045], [-6.0188, -2.0495, -1.1079], [-3.7741, -1.0393, -1.2530], [-0.5329, -2.8259, -2.0975], [0.9210, -4.6979, -2.7703], [1.8503, -6.1258, -1.0474], [1.3344, -5.8413, 1.3000], [-0.0093, -3.8123, 1.9615], [-1.2886, -0.7596, 4.8350], [-0.2569, -0.1257, 6.9486], [0.9828, 2.0181, 7.1186], [0.9246, 3.6989, 5.3441], [0.0629, 2.9554, 3.0908], [-3.8321, 0.6205, 4.0375], [-6.2483, 1.1717, 3.5974], [-6.9576, 1.8943, 1.3016], [-5.2869, 1.6481, -0.5775], [-2.9094, 1.2306, 0.0049], [4.4742, -5.7545, -2.7535], [4.7581, -4.9644, -1.4049], [4.1807, -3.7756, -1.5892], [4.2145, -2.6232, -0.6469], [5.0663, -2.4504, 0.4284], [5.4560, -1.1448, 0.8391], [4.6644, -0.1321, 0.5332], [3.3831, -0.4574, -0.0322], [3.4172, -1.5003, -1.0208], [2.6446, -1.4501, -2.1918], [1.7884, -0.3800, -2.4180], [1.1194, -0.4205, -3.5898], [1.0984, -1.4496, -4.5126], [1.9328, -2.4836, -4.2675], [2.6555, -2.5123, -3.1310], [3.5353, -3.5847, -2.8421], [3.6979, -4.6373, -3.6284], [5.6537, -3.3049, 0.7857], [6.4610, -1.0065, 1.3290], [4.8843, 0.9225, 0.6550], [0.3982, 0.4261, -3.8288], [0.5197, -1.3577, -5.4502], [1.9461, -3.3532, -4.8775], [-1.7489, 1.2005, -4.2833], [-2.1885, 1.0192, -2.9123], [-3.3123, 1.9085, -2.8228], [-2.6176, -0.0291, -2.9721], [2.5317, 0.2658, 2.0790], [2.3199, -0.3487, 0.7500], [1.2139, -0.7007, 0.3915], [3.3339, -0.3612, 2.4967], [1.6540, 0.1506, 2.7083], [2.8577, 1.3325, 2.0131]], "atomic_forces_ev_per_a": [[-0.81, -0.49, 0.11], [-0.11, 1.29, 0.64], [-0.23, -0.35, -1.01], [1.37, -0.16, 0.22], [-0.89, -0.07, -0.21], [-0.55, 0.44, 0.65], [-0.17, -1.15, 0.19], [-0.37, 0.40, 0.10], [0.25, 0.72, 0.55], [-1.19, -0.64, -0.86], [1.00, -0.90, -0.75], [-0.35, 0.24, -0.08], [0.40, 0.68, 0.14], [1.01, -0.14, -0.08], [-0.21, -0.50, -0.26], [-0.13, -0.01, -0.13], [0.94, -0.14, -0.20], [-0.38, -0.20, -0.11], [-0.15, 0.12, -0.09], [0.01, -1.12, -0.53], [0.43, 0.58, 0.75], [0.31, 0.18, 0.12], [0.43, 0.23, 0.75], [-0.28, -0.03, -0.23], [-0.30, 0.22, -0.17], [-0.37, 0.27, 0.40], [0.21, 0.66, -0.51], [-0.31, -1.15, 0.60], [-1.39, -0.06, -0.05], [-0.74, 0.33, -0.15], [0.31, 0.46, -0.10], [1.35, 0.09, -0.08], [-0.76, -0.37, 0.36], [-0.53, -1.66, 0.50], [-0.32, 0.73, -0.68], [-0.06, -0.08, 0.01], [-1.35, -0.07, -0.60], [0.59, 0.26, 2.28], [-0.24, -0.07, -1.30], [-0.81, 0.12, 0.94], [0.99, 0.11, -2.18], [1.46, -1.67, 0.69], [-1.18, 0.65, -0.65], [0.80, 1.93, 0.04], [-0.26, -0.85, 0.46], [0.32, 2.76, -1.40], [-0.59, -0.80, -1.77], [0.13, -2.12, 1.32], [-0.15, -0.97, 0.36], [-0.65, 0.54, -1.16], [-0.84, -0.72, -0.67], [1.48, 0.14, 0.65], [0.63, -0.14, 0.42], [0.04, -0.31, -1.29], [-0.16, 0.69, 0.45], [0.85, 0.18, -0.65], [0.72, -0.20, 0.28], [0.23, -0.27, 0.46], [0.93, 1.04, -0.22], [0.02, 0.53, -0.40], [0.05, -0.17, 0.24], [0.07, -0.49, 0.73], [0.05, 0.41, -0.54], [0.22, -0.22, -0.25], [-0.16, -0.52, 0.43], [-0.53, 0.74, 0.00], [-0.10, 0.36, 1.12], [0.06, 0.38, -0.08], [0.14, -0.70, 0.77], [0.03, 0.42, 0.77], [-0.22, -0.01, -0.39], [-0.48, 0.12, -0.23], [-0.29, 0.24, 0.86], [-0.09, 0.05, 0.01], [0.07, -0.29, -0.06], [0.45, 0.14, 1.05], [0.03, -0.15, -0.69], [0.34, -0.95, -1.25], [-0.50, 1.23, 0.18], [0.28, 1.42, 1.77], [-0.33, 0.59, -0.41], [0.95, -1.88, 0.33], [1.34, -0.72, 0.66], [-0.32, 1.44, -0.64], [1.13, -0.52, -0.36], [0.33, -0.48, -0.31], [-1.05, 1.21, 0.10], [-0.13, -0.61, -1.37], [-1.29, 1.62, 0.79], [-0.59, 1.11, -1.28], [-0.63, -0.91, -0.51], [1.62, 0.79, 1.19], [0.32, -1.50, 0.30], [-0.24, -0.70, 0.02], [-0.17, 0.32, -0.31], [-1.23, -0.03, -0.55], [0.07, -0.09, -0.03], [1.04, -0.83, 0.61], [0.26, -0.07, 0.84], [0.20, -0.54, -0.71], [-0.31, -0.03, 0.10], [0.81, -0.06, 0.15], [0.03, -0.51, -0.08], [-0.13, 0.83, 0.06], [0.86, 0.33, 0.82], [-0.41, 0.91, 0.35], [-1.59, -0.73, -0.48], [0.00, 0.60, 0.35], [-0.16, 0.24, -0.16], [-0.22, -0.97, 0.22]], "spin_multiplicity": 1, "mol_weight_g_mol": 924.0, "total_charge": -1, "gap_ev": [5.573, 5.573], "de_lowest_kj_mol": 141.7}

[3]
{"formula": "CH6NO", "method": "ωB97M-V/def2-TZVPD", "species": ["O", "H", "C", "N", "H", "H", "H", "H", "H"], "xyz": [[-1.3449, -2.2725, 0.4443], [-0.9610, -1.9414, 1.3395], [0.6774, 0.9014, -0.5649], [0.0176, 0.3249, 0.6109], [0.6038, 0.3220, -1.4362], [1.8030, 1.1968, -0.4062], [0.0905, 1.8776, -0.7227], [-1.0577, 0.2892, 0.2453], [0.1712, -0.6981, 0.4901]], "atomic_forces_ev_per_a": [[1.15, 0.93, 2.14], [-1.15, -1.02, -2.11], [0.62, 3.42, 1.51], [-2.54, -1.04, -1.95], [-0.05, -0.93, -1.37], [-1.95, -0.61, -0.07], [1.24, -1.02, -0.29], [3.03, -0.12, 1.57], [-0.35, 0.38, 0.57]], "spin_multiplicity": 1, "mol_weight_g_mol": 48.1, "total_charge": -1, "gap_ev": 6.721, "de_lowest_kj_mol": 85.2}

[4]
{"formula": "C4H9N2S", "method": "ωB97M-V/def2-TZVPD", "species": ["C", "C", "C", "C", "N", "N", "S", "H", "H", "H", "H", "H", "H", "H", "H", "H"], "xyz": [[1.1175, 1.2354, 0.1884], [1.6740, -0.5587, 1.4595], [-2.6507, -0.3823, -1.9515], [0.2048, -0.4807, 1.4014], [2.1882, 0.4688, 0.8461], [-0.1198, 0.5812, 0.4619], [-0.8578, -0.7266, -1.9660], [1.1004, 1.2368, -0.8988], [1.2714, 2.2632, 0.4649], [2.2220, -1.4323, 1.8258], [-2.8734, -0.3123, -3.0643], [-2.8104, 0.5530, -1.4584], [-3.0181, -1.1622, -1.3317], [-0.3554, -1.3723, 0.9685], [-0.2771, -0.4419, 2.3488], [3.1844, 0.5308, 0.7054]], "atomic_forces_ev_per_a": [[-0.61, 0.32, -0.78], [0.13, 0.23, -0.84], [1.85, 0.06, -2.16], [-1.26, -1.05, -2.25], [-0.70, -2.72, 0.42], [0.54, 0.77, 2.04], [0.00, 0.18, -0.05], [1.11, -0.20, -0.51], [-0.64, 0.71, 0.43], [0.21, 0.72, 0.25], [-0.61, -0.36, 1.78], [-0.10, 0.71, 0.26], [-1.10, -0.70, -0.04], [1.23, 0.33, 0.37], [-0.32, 0.57, 1.25], [0.28, 0.42, -0.15]], "spin_multiplicity": 3, "mol_weight_g_mol": 117.2, "total_charge": 1, "gap_ev": [7.192, 6.477], "de_lowest_kj_mol": 61.9}

[5]
{"formula": "C4H10N3O", "method": "ωB97M-V/def2-TZVPD", "species": ["C", "C", "C", "C", "N", "N", "N", "O", "H", "H", "H", "H", "H", "H", "H", "H", "H", "H"], "xyz": [[0.9724, -1.7956, -0.3449], [-0.5665, -1.4767, -0.4780], [-0.7484, -0.0203, -0.1734], [1.7679, 1.5722, 0.0897], [1.7423, -0.8765, 0.0203], [1.3351, 0.2856, 0.4307], [-1.4395, 0.0068, 1.1947], [-1.3372, 0.9265, -0.9880], [1.2739, -2.7214, -0.5988], [-0.7413, -1.8652, -1.5274], [-0.9582, -2.2331, 0.1571], [0.9783, 2.2909, -0.1185], [2.4858, 2.1478, 0.6931], [2.1600, 1.4702, -1.0035], [-1.6801, 0.9496, 1.3369], [-0.7217, -0.2027, 1.8239], [-2.2691, -0.6316, 1.3510], [-1.1555, 0.5856, -1.8202]], "atomic_forces_ev_per_a": [[-1.63, 3.30, 0.54], [2.34, 0.10, -2.80], [0.58, -1.00, 1.64], [1.83, 0.99, -4.69], [1.23, 1.04, -0.23], [-4.63, -1.78, 1.74], [-1.02, -0.61, -1.85], [0.36, -0.66, 3.34], [1.28, -2.96, -0.61], [-0.40, 0.95, 0.94], [-1.11, -0.10, 0.92], [-0.75, -0.40, 0.56], [-0.05, -1.04, 0.32], [0.13, 0.60, 1.69], [-0.84, 1.70, 0.59], [1.48, -0.58, 1.61], [0.97, 0.90, -0.49], [0.22, -0.44, -3.21]], "spin_multiplicity": 1, "mol_weight_g_mol": 116.1, "total_charge": 1, "gap_ev": [8.624, 8.625], "de_lowest_kj_mol": 456.3}

[6]
{"formula": "C14H23FNO2", "method": "ωB97M-V/def2-TZVPD", "species": ["C", "C", "C", "C", "N", "C", "C", "O", "C", "C", "O", "C", "C", "C", "C", "F", "C", "C", "H", "H", "H", "H", "H", "H", "H", "H", "H", "H", "H", "H", "H", "H", "H", "H", "H", "H", "H", "H", "H", "H", "H"], "xyz": [[0.3640, 0.5325, 2.3149], [-0.3727, -0.7779, 2.0624], [-1.7979, -0.6118, 1.5376], [-2.4917, -1.9596, 1.3943], [-1.8099, 0.0627, 0.1975], [-2.0636, 1.5202, 0.1722], [-2.4784, 1.9128, -1.2664], [-1.9303, 1.0320, -2.2191], [-0.7272, 1.4067, -2.8532], [0.5086, 1.3501, -1.9456], [0.5200, 0.0868, -1.2941], [1.7322, -0.4231, -0.8505], [1.7731, -1.8008, -0.6545], [2.9177, -2.3972, -0.1653], [4.0155, -1.6015, 0.1211], [5.1263, -2.1731, 0.6018], [3.9908, -0.2331, -0.0756], [2.8389, 0.3615, -0.5624], [1.2905, 0.3287, 2.8436], [-0.2310, 1.2035, 2.9298], [0.6297, 1.0355, 1.3891], [0.2040, -1.3949, 1.3705], [-0.4386, -1.3228, 3.0042], [-2.3674, 0.0202, 2.2262], [-2.5310, -2.4618, 2.3562], [-3.5150, -1.8420, 1.0441], [-1.9505, -2.6029, 0.7045], [-2.5292, -0.3760, -0.3913], [-0.9030, -0.1001, -0.3136], [-2.8719, 1.7673, 0.8623], [-1.1653, 2.0445, 0.4962], [-2.2110, 2.9540, -1.4703], [-3.5634, 1.8117, -1.3694], [-0.6163, 0.6794, -3.6597], [-0.8043, 2.4126, -3.2819], [0.4914, 2.1592, -1.2025], [1.3981, 1.4694, -2.5699], [0.9108, -2.3969, -0.9111], [2.9719, -3.4627, -0.0132], [4.8633, 0.3576, 0.1510], [2.8226, 1.4296, -0.7099]], "atomic_forces_ev_per_a": [[-0.01, -0.23, 0.03], [-0.09, 0.37, -0.01], [0.10, -0.51, 0.58], [-0.01, 0.19, 0.03], [0.00, -0.24, -0.37], [-0.09, 0.67, -0.33], [-0.11, -0.01, 0.10], [-0.13, -0.07, 0.12], [0.50, -0.13, 0.04], [-0.36, 0.28, -0.29], [0.03, -0.12, -0.04], [0.15, -0.23, 0.13], [-0.03, 0.31, -0.14], [0.20, 0.10, 0.08], [-0.14, 0.13, -0.03], [0.00, 0.00, -0.02], [0.11, -0.31, 0.07], [-0.30, 0.03, -0.12], [0.12, 0.06, 0.02], [-0.05, 0.13, 0.07], [0.05, 0.12, -0.13], [-0.05, -0.11, 0.01], [-0.08, -0.10, -0.04], [0.04, 0.03, -0.16], [0.02, -0.02, 0.08], [-0.13, -0.03, -0.06], [0.07, -0.09, -0.11], [0.24, 0.04, 0.13], [-0.38, 0.00, 0.14], [0.10, -0.12, 0.02], [-0.03, -0.17, 0.04], [-0.03, -0.04, 0.06], [0.11, 0.07, 0.06], [0.09, 0.14, 0.02], [0.00, -0.05, 0.01], [0.07, -0.07, -0.05], [-0.02, 0.00, 0.06], [-0.11, -0.08, -0.04], [0.03, -0.12, 0.02], [0.11, 0.04, 0.03], [-0.02, 0.12, -0.01]], "spin_multiplicity": 1, "mol_weight_g_mol": 256.3, "total_charge": 1, "gap_ev": 9.513, "smiles": "CC[C@H](C)[NH2+]CCOCCOc1ccc(F)cc1", "de_lowest_kj_mol": 7.2}